1 | Here is the ion C4H9N2O2 with charge +1 from the Open Molecules 2025 dataset. Energies are from the ωB97M-V functional and the def2-TZVPD basis.

Structure (XYZ):
```
17
Properties=species:S:1:pos:R:3:lowdin_charge:R:1
C -0.112 0.566 -1.154 -0.485
C -2.260 0.060 -0.294 -0.115
C 2.047 -0.416 -0.474 -0.078
C -3.043 -0.568 0.877 -0.039
N 1.228 0.486 -1.026 0.100
N 2.920 0.054 0.703 0.185
O -0.635 1.298 -1.951 0.138
O -0.976 -0.162 -0.336 0.057
H -2.795 0.725 -1.007 0.142
H 1.741 -1.450 -0.290 0.133
H -3.913 -0.002 1.237 0.087
H -2.344 -0.690 1.783 0.101
H -3.158 -1.604 0.599 0.071
H 1.821 1.166 -1.448 0.166
H 3.904 -0.263 0.464 0.188
H 2.603 -0.295 1.627 0.173
H 2.973 1.096 0.691 0.174
```

Output
HOMO-LUMO gap (alpha / beta)   4.700 / 9.430 eV
Net charge   +1



2 | Here is the ion C4H9N2O2 with charge +1 from the Open Molecules 2025 dataset. Energies are from the ωB97M-V functional and the def2-TZVPD basis.

Structure (XYZ):
```
17
Properties=species:S:1:pos:R:3:lowdin_charge:R:1
N 2.265 1.137 -1.669 0.199
C 0.832 0.815 -1.316 -0.036
C 0.913 -0.324 -0.309 -0.468
N -0.233 -0.832 0.178 0.098
C -1.526 -0.148 0.106 -0.125
C -2.333 -0.492 1.355 -0.228
O -2.403 0.271 2.273 0.108
O 2.027 -0.751 -0.046 0.080
H 2.726 1.583 -0.875 0.180
H 2.745 0.248 -1.843 0.168
H 2.302 1.725 -2.501 0.178
H 0.371 1.738 -0.983 0.137
H 0.338 0.511 -2.237 0.151
H -0.070 -1.456 0.961 0.167
H -2.051 -0.473 -0.803 0.133
H -1.403 0.934 0.079 0.119
H -2.795 -1.499 1.377 0.138
```

Output
HOMO-LUMO gap   9.849 eV
Net charge   +1



3 | Here is the ion C4H9N2O2 with charge +1 from the Open Molecules 2025 dataset. Energies are from the ωB97M-V functional and the def2-TZVPD basis.

Structure (XYZ):
```
17
Properties=species:S:1:pos:R:3:lowdin_charge:R:1
C 0.342 -0.244 0.057 0.021
C 0.356 1.262 -0.230 -0.263
C 1.041 1.683 -1.452 -0.018
C -1.091 -1.233 1.910 0.034
N -0.925 -0.294 0.879 -0.048
N -1.608 0.731 0.699 -0.286
O -2.571 1.031 1.310 0.232
O -1.116 1.553 -0.168 0.141
H 0.318 -1.070 -0.674 0.164
H 1.129 -0.342 0.801 0.140
H 0.842 1.726 0.681 0.183
H 2.097 1.418 -1.317 0.116
H 0.834 2.693 -1.896 0.129
H 0.753 0.958 -2.233 0.103
H -1.243 -2.281 1.738 0.114
H -0.175 -1.196 2.486 0.113
H -1.930 -0.959 2.572 0.126
```

Output
HOMO-LUMO gap   11.269 eV
Net charge   +1



4 | Here is the ion C4H9N2O2 with charge +1 from the Open Molecules 2025 dataset. Energies are from the ωB97M-V functional and the def2-TZVPD basis.

Structure (XYZ):
```
17
Properties=species:S:1:pos:R:3:lowdin_charge:R:1
C -0.155 -0.537 -0.736 0.102
C -0.496 1.641 1.648 -0.032
C 0.689 1.344 -1.785 0.031
C 0.195 -2.536 0.318 0.031
N 0.104 0.671 -0.696 -0.033
N -0.737 -1.550 -0.121 -0.256
O 0.135 1.607 0.397 -0.073
O -1.930 -1.743 -0.071 0.156
H -0.056 0.870 2.267 0.087
H -0.188 2.599 2.012 0.103
H -1.656 1.550 1.620 0.142
H 1.743 1.201 -1.707 0.123
H 0.663 1.071 -2.738 0.073
H 0.373 2.392 -1.830 0.139
H 0.616 -3.014 -0.617 0.146
H -0.297 -3.266 0.979 0.125
H 0.997 -2.298 1.061 0.136
```

Output
HOMO-LUMO gap (alpha / beta)   9.064 / 9.067 eV
Net charge   +1



On energetic grounds, 2 is preferred over the next structure by 4.139 eV.